# 1
DFT (ωB97M-V/def2-TZVPD) results for a 3-piece molecular cluster, C31H64FN2O8Si overall at a distorted geometry.

Positions of all 107 atoms, in Å:
1 C -5.42420 -4.52511 4.82184
2 C -5.19272 -4.71840 6.32554
3 O -5.14348 -3.47668 7.00338
4 C -3.98096 -3.25308 7.77126
5 C -2.97577 -2.37368 7.01278
6 C -1.53629 -2.82472 7.20167
7 C -0.49646 -1.77853 6.72665
8 C 0.23782 -2.22387 5.43699
9 C -0.61988 -2.11236 4.21600
10 C -1.56306 -3.06712 3.94997
11 C -2.33607 -2.91159 2.80565
12 N -2.17313 -1.87340 2.01475
13 C -3.01380 -1.73963 0.79412
14 C -2.42258 -2.58278 -0.31902
15 O -2.98528 -3.88329 -0.24310
16 Si -2.13038 -5.07661 -1.09433
17 C -0.69098 -5.59496 -0.00840
18 C -1.57924 -4.41733 -2.75319
19 C -3.27351 -6.52395 -1.35673
20 N -1.26738 -0.91668 2.20130
21 C -0.51015 -1.04622 3.27416
22 C 0.51114 0.03530 3.45377
23 C 0.06119 1.19570 4.37493
24 C -1.43033 1.32769 4.57536
25 F 0.72091 1.13299 5.58453
26 H -6.42952 -4.79571 4.51908
27 H -5.27365 -3.48577 4.53904
28 H -4.74086 -5.13291 4.23139
29 H -4.27875 -5.29054 6.45978
30 H -6.02244 -5.29477 6.72533
31 H -3.51012 -4.17938 8.10099
32 H -4.28582 -2.73199 8.67486
33 H -3.27375 -2.38212 5.96442
34 H -3.08664 -1.34753 7.35124
35 H -1.38901 -2.98388 8.26756
36 H -1.36581 -3.79517 6.74092
37 H -1.03448 -0.86332 6.53083
38 H 0.23394 -1.66415 7.51605
39 H 0.44267 -3.28416 5.56703
40 H 1.19953 -1.74193 5.33764
41 H -1.72705 -3.91804 4.58460
42 H -3.07494 -3.64714 2.53326
43 H -3.09703 -0.69415 0.54350
44 H -3.97414 -2.16602 1.05349
45 H -2.71799 -2.13379 -1.26540
46 H -1.33665 -2.63557 -0.23243
47 H -0.08550 -4.72659 0.25316
48 H -0.08023 -6.35075 -0.48456
49 H -1.08547 -5.98025 0.92918
50 H -0.94923 -5.14002 -3.26312
51 H -2.46362 -4.24176 -3.36324
52 H -1.04634 -3.47013 -2.70778
53 H -4.24528 -6.17380 -1.69527
54 H -2.87570 -7.21542 -2.09451
55 H -3.40769 -7.08035 -0.43304
56 H 1.45473 -0.37760 3.78543
57 H 0.70055 0.49315 2.48986
58 H 0.36821 2.11878 3.89122
59 H -1.95273 1.32568 3.62537
60 H -1.84612 0.57623 5.23825
61 H -1.62112 2.29609 5.02721
62 C -3.90309 2.18909 -4.21268
63 O -2.65955 2.10749 -3.54725
64 C -2.59788 1.06182 -2.60297
65 C -1.18658 0.52972 -2.46492
66 O -0.76698 -0.30898 -3.52709
67 C -0.49073 0.28950 -4.79032
68 C 0.79060 1.08865 -4.83554
69 O 0.64577 2.32736 -4.16049
70 C 1.83629 2.76485 -3.53973
71 H -4.69718 2.50699 -3.52824
72 H -3.80379 2.92728 -5.00523
73 H -4.17222 1.22799 -4.66489
74 H -3.26396 0.23860 -2.89242
75 H -2.92420 1.45864 -1.62854
76 H -1.16914 -0.12118 -1.58289
77 H -0.47264 1.33476 -2.28310
78 H -1.33819 0.87801 -5.14245
79 H -0.37394 -0.55125 -5.47732
80 H 1.04023 1.29541 -5.88409
81 H 1.60143 0.50037 -4.39138
82 H 2.24737 1.98876 -2.88329
83 H 1.59458 3.63557 -2.93235
84 H 2.58456 3.04931 -4.28675
85 C 8.56183 4.62185 -3.07544
86 O 7.42448 5.38762 -3.40291
87 C 7.67778 6.78390 -3.40741
88 C 6.79418 7.50197 -4.40339
89 O 7.18610 7.34797 -5.75876
90 C 6.97481 6.09294 -6.38657
91 C 5.53129 5.79190 -6.72076
92 O 4.79175 5.44302 -5.55954
93 C 3.44417 5.85178 -5.61491
94 H 8.84943 4.76729 -2.02773
95 H 8.31028 3.57392 -3.23040
96 H 9.40869 4.87399 -3.72338
97 H 8.72661 6.98403 -3.65303
98 H 7.46858 7.17454 -2.40247
99 H 6.89422 8.57202 -4.20782
100 H 5.74409 7.24255 -4.25882
101 H 7.42679 5.28041 -5.81541
102 H 7.51557 6.16127 -7.33332
103 H 5.49841 4.94077 -7.41387
104 H 5.08567 6.66322 -7.21273
105 H 3.36192 6.92045 -5.84205
106 H 3.00498 5.67520 -4.63403
107 H 2.89024 5.27173 -6.36255

Summary:
Total charge: +1
Kohn-Sham gap: 6.1 eV
E: -2320.0466 a.u.



# 2
DFT (ωB97M-V/def2-TZVPD) results for a 5-piece molecular cluster, C31H64N8O6S overall at a distorted geometry.

Positions of all 110 atoms, in Å:
1 C 2.88486 2.57872 2.16215
2 C 1.69219 1.82661 1.93794
3 C 0.61124 0.55162 1.87932
4 C 0.64020 -0.45681 0.56849
5 O 1.59707 -0.27378 -0.57342
6 C 2.45527 -1.49883 -0.69702
7 C 4.04922 -1.15272 -0.88719
8 N 4.97052 -2.36342 -0.80078
9 C 4.91698 -3.03109 0.55583
10 C 6.38279 -3.15165 1.31333
11 C 6.03371 -3.71088 2.84975
12 O 6.89458 -1.76679 1.50743
13 C -0.44515 -1.72802 0.61976
14 C -1.43849 -1.90260 1.92944
15 N -2.37148 -3.13124 1.89161
16 C -1.49132 -4.39665 1.94988
17 C -1.52950 -5.26318 0.54289
18 C -1.43751 -0.85176 3.22338
19 N -2.29089 -0.92673 4.50339
20 S -1.71262 0.48860 5.40296
21 N -0.47501 1.28428 4.44030
22 C -0.38118 0.40183 3.17859
23 H 3.94238 3.07154 2.41527
24 H 1.98868 -2.14173 -1.56324
25 H 2.30877 -2.06830 0.33705
26 H 4.32648 -0.30654 -0.12657
27 H 4.18486 -0.68753 -1.97308
28 H 4.59493 -3.05454 -1.51511
29 H 4.40560 -4.08850 0.39940
30 H 4.21088 -2.45807 1.32925
31 H 7.14093 -3.86555 0.77733
32 H 5.11509 -3.09557 3.29894
33 H 5.64958 -4.82826 2.77708
34 H 6.92879 -3.59302 3.59436
35 H 6.08918 -1.26707 1.88420
36 H -0.41445 -2.48454 -0.30048
37 H -3.00199 -3.13213 2.74437
38 H -1.82824 -5.09797 2.85391
39 H -0.35551 -4.13428 2.17993
40 H -0.48869 -5.35789 0.01217
41 H -1.90832 -6.36034 0.77937
42 H -2.28833 -4.75316 -0.22329
43 C 3.37453 5.26637 -1.06436
44 O 2.59852 4.08316 -0.95234
45 C 2.19591 3.51818 -2.20286
46 C 3.27853 2.65152 -2.88713
47 C 4.38135 3.46613 -3.55468
48 N 3.88837 1.70624 -1.93992
49 H 3.07262 5.87990 -1.91820
50 H 4.43373 5.01252 -1.13108
51 H 3.23526 5.85310 -0.15102
52 H 1.34293 2.87143 -1.97224
53 H 1.81859 4.29691 -2.87612
54 H 2.78259 2.07274 -3.67588
55 H 5.09332 3.88174 -2.83627
56 H 4.95689 2.83490 -4.24046
57 H 3.96121 4.29158 -4.13832
58 H 3.15981 1.09767 -1.56897
59 H 4.19201 2.24688 -1.12427
60 C -0.95575 -1.73688 -3.19587
61 O -1.59478 -2.82430 -2.54481
62 C -2.82796 -3.23139 -3.14366
63 C -2.66378 -4.16110 -4.36844
64 C -2.23281 -3.43118 -5.63608
65 N -1.71147 -5.24775 -4.09467
66 H -1.67360 -1.02293 -3.61007
67 H -0.29146 -2.10879 -3.97766
68 H -0.33570 -1.21565 -2.45985
69 H -3.36206 -3.78871 -2.36703
70 H -3.44995 -2.36000 -3.38008
71 H -3.64413 -4.60906 -4.57165
72 H -1.17233 -3.16456 -5.63019
73 H -2.39354 -4.06736 -6.51325
74 H -2.81607 -2.51590 -5.77965
75 H -2.05491 -5.79380 -3.30560
76 H -0.85352 -4.81681 -3.73691
77 C -7.81148 -5.61727 2.30451
78 O -7.38559 -4.31429 1.93629
79 C -7.52555 -3.33215 2.96630
80 C -6.37861 -3.33052 4.00357
81 C -6.46528 -4.47115 5.01197
82 N -5.06211 -3.36908 3.34937
83 H -8.66695 -5.59582 2.98593
84 H -6.98164 -6.16883 2.74942
85 H -8.10775 -6.14884 1.39483
86 H -7.51698 -2.36482 2.45326
87 H -8.50590 -3.41531 3.45011
88 H -6.45174 -2.39365 4.56923
89 H -6.15414 -5.43138 4.59137
90 H -5.80861 -4.27295 5.86608
91 H -7.48472 -4.57889 5.39621
92 H -4.96987 -2.55034 2.74944
93 H -5.07335 -4.15336 2.69016
94 C 2.51657 9.23599 0.47257
95 O 2.28621 9.12610 -0.92370
96 C 1.19388 8.27408 -1.27863
97 C -0.19520 8.94652 -1.18021
98 C -0.70592 9.08712 0.24976
99 N -0.19857 10.26973 -1.82189
100 H 2.30025 8.30365 1.00226
101 H 1.92591 10.05594 0.88441
102 H 3.57168 9.48334 0.62556
103 H 1.36231 8.00082 -2.32553
104 H 1.23016 7.33930 -0.70684
105 H -0.90652 8.30554 -1.71521
106 H -0.21620 9.89844 0.79537
107 H -1.77857 9.30941 0.24922
108 H -0.56052 8.15886 0.81165
109 H 0.04881 10.15846 -2.80432
110 H 0.58751 10.79853 -1.43173

Summary:
Kohn-Sham gap: 6.2 eV
E: -2506.4867 a.u.



# 3
DFT (ωB97M-V/def2-TZVPD) results for a 7-piece molecular cluster, C31H64O8 overall at a distorted geometry.

Positions of all 103 atoms, in Å:
1 O 4.30986 1.53821 1.60543
2 C 3.16006 1.60678 1.94894
3 O 2.64144 2.60442 2.74423
4 C 1.50667 3.08668 2.00307
5 C 0.81162 1.80087 1.45263
6 C 1.94263 0.71338 1.60338
7 C 1.61015 -0.35859 2.67326
8 C 2.91301 -1.17892 2.92695
9 C 2.68127 -2.73194 2.94053
10 C 3.96482 -3.39298 2.39824
11 C 3.97264 -4.26785 1.32786
12 C 5.20773 -4.77054 0.90738
13 C 6.38104 -4.41465 1.52450
14 C 6.37697 -3.53307 2.60657
15 C 5.15727 -3.03678 3.02936
16 H 1.90012 3.62735 1.12605
17 H 0.87745 3.72381 2.62583
18 H 0.06912 1.48593 2.19526
19 H 0.54185 1.74876 0.39679
20 H 2.28627 0.19811 0.69162
21 H 0.74629 -0.96534 2.38178
22 H 1.39689 0.20432 3.59897
23 H 3.56783 -1.00751 2.05644
24 H 3.48764 -0.84629 3.79830
25 H 2.57891 -3.08982 3.97599
26 H 1.80051 -3.00887 2.34967
27 H 3.05245 -4.53671 0.81168
28 H 5.24530 -5.44841 0.05186
29 H 7.34861 -4.80293 1.20449
30 H 7.27525 -3.19705 3.12088
31 H 5.14504 -2.33612 3.86591
32 C -2.71176 -1.78682 -1.25475
33 C -2.13319 -0.65757 -0.41824
34 C -1.82659 0.56292 -1.27040
35 O -0.93642 -1.10704 0.22312
36 H -2.00176 -2.10572 -2.02270
37 H -2.91823 -2.65891 -0.63101
38 H -3.63865 -1.48033 -1.74383
39 H -2.83853 -0.38500 0.36930
40 H -1.08604 0.32116 -2.03899
41 H -1.40377 1.36072 -0.65836
42 H -2.72662 0.93938 -1.75982
43 H -0.30856 -1.35025 -0.46763
44 C -7.06132 -0.34187 2.50320
45 C -5.73670 -0.52509 1.77959
46 C -5.16485 -1.91528 2.01120
47 O -4.80295 0.45748 2.23415
48 H -6.93333 -0.45728 3.58316
49 H -7.45414 0.65946 2.33612
50 H -7.80179 -1.06753 2.16194
51 H -5.87773 -0.36042 0.70966
52 H -4.97190 -2.08587 3.07426
53 H -4.21036 -2.02703 1.49395
54 H -5.84841 -2.68769 1.65435
55 H -4.66989 0.32147 3.17839
56 C -9.71111 3.39526 5.68961
57 C -9.44563 1.93326 5.36419
58 C -8.63832 1.26058 6.46420
59 O -8.74232 1.83649 4.12622
60 H -8.77148 3.94753 5.78085
61 H -10.28281 3.86720 4.88940
62 H -10.26687 3.49865 6.62324
63 H -10.39335 1.40911 5.23199
64 H -7.66435 1.74496 6.57984
65 H -8.44803 0.21553 6.21440
66 H -9.16188 1.30062 7.42090
67 H -7.90095 2.29577 4.22656
68 C 0.67902 -0.94451 -6.02740
69 C 0.52666 -0.50866 -4.57894
70 C 1.85563 -0.05036 -3.99783
71 O 0.01284 -1.59285 -3.80237
72 H 1.37055 -1.78740 -6.10993
73 H -0.27875 -1.27962 -6.42929
74 H 1.05168 -0.12780 -6.64798
75 H -0.20148 0.30192 -4.51377
76 H 2.58542 -0.86463 -4.01258
77 H 1.73453 0.25131 -2.95547
78 H 2.26370 0.79168 -4.55901
79 H 0.64556 -2.31808 -3.85012
80 C 5.32648 5.24132 2.66957
81 C 6.41770 4.63897 3.53908
82 C 7.65879 4.31499 2.72061
83 O 5.93004 3.45284 4.16111
84 H 5.02404 4.53458 1.89202
85 H 4.43893 5.45923 3.26562
86 H 5.66130 6.16449 2.19123
87 H 6.67803 5.33455 4.33914
88 H 7.42653 3.58333 1.94185
89 H 8.43006 3.87409 3.35409
90 H 8.06610 5.21049 2.24668
91 H 5.69391 2.82904 3.46255
92 C 0.63174 -2.78230 -10.94703
93 C 1.20546 -1.65387 -10.10374
94 C 1.50590 -0.42627 -10.95028
95 O 2.40233 -2.09679 -9.46341
96 H 1.34534 -3.09109 -11.71618
97 H 0.43065 -3.65775 -10.32801
98 H -0.29630 -2.47964 -11.43523
99 H 0.49967 -1.39060 -9.31404
100 H 2.24754 -0.65943 -11.71954
101 H 1.92526 0.37004 -10.33360
102 H 0.60462 -0.05144 -11.43854
103 H 3.03437 -2.33185 -10.15117

Summary:
Kohn-Sham gap: 9.4 eV
E: -1821.4579 a.u.



# 4
DFT (ωB97M-V/def2-TZVPD) results for a 3-piece molecular cluster, C31H65INO8 overall.

Positions of all 106 atoms, in Å:
1 C 8.89969 -3.88038 0.58200
2 C 8.60406 -3.72099 -0.90848
3 C 7.68328 -2.55013 -1.25043
4 C 6.37487 -2.60945 -0.49066
5 O 5.49067 -1.63828 -1.08497
6 C 4.18057 -1.65649 -0.67569
7 O 4.09146 -1.94743 0.70001
8 C 2.75708 -1.98498 1.13426
9 C 2.09973 -0.59819 1.04025
10 N 2.94014 0.36994 0.23453
11 C 3.84817 1.23443 1.07304
12 C 4.65460 0.51137 2.16011
13 O 5.70356 0.02337 1.95415
14 I 3.82438 0.58624 4.12106
15 C 3.63237 -0.24572 -0.98540
16 C 2.72640 -0.15249 -2.20916
17 C 1.52520 -1.11426 -2.27503
18 C 0.23915 -0.41213 -2.71196
19 C -0.87928 -1.39371 -3.05885
20 C -1.61729 -1.93859 -1.81744
21 C -3.08541 -1.50859 -1.75893
22 C -3.98589 -2.35438 -2.66076
23 C -4.21322 -3.79670 -2.15611
24 C -5.66276 -4.06036 -1.73738
25 C -5.99739 -3.53537 -0.32473
26 C -7.26643 -2.66879 -0.22405
27 C -7.03519 -1.37459 0.55874
28 O -8.23242 -0.86786 1.11530
29 C -8.44700 -1.18246 2.47395
30 H 9.44645 -3.01590 0.96591
31 H 7.99123 -4.01398 1.17160
32 H 9.52877 -4.75501 0.75058
33 H 8.14460 -4.64080 -1.28409
34 H 9.54649 -3.59824 -1.44530
35 H 7.44585 -2.58086 -2.31716
36 H 8.17435 -1.59028 -1.06705
37 H 6.50176 -2.35763 0.56141
38 H 5.93315 -3.61005 -0.57190
39 H 3.61172 -2.41869 -1.23631
40 H 2.17973 -2.71320 0.55268
41 H 2.76104 -2.31690 2.17054
42 H 1.13427 -0.66234 0.54182
43 H 1.93484 -0.14662 2.01699
44 H 2.26119 1.02211 -0.15811
45 H 4.58044 1.70269 0.41742
46 H 3.22941 2.00665 1.52725
47 H 4.51006 0.37323 -1.15965
48 H 3.37158 -0.29637 -3.07739
49 H 2.36778 0.88334 -2.27794
50 H 1.36058 -1.61362 -1.31556
51 H 1.74239 -1.92074 -2.97918
52 H -0.10652 0.23004 -1.88880
53 H 0.46457 0.23664 -3.56255
54 H -0.44063 -2.22881 -3.61323
55 H -1.59224 -0.90778 -3.72766
56 H -1.10455 -1.59737 -0.90801
57 H -1.55431 -3.02995 -1.80153
58 H -3.45311 -1.56306 -0.72963
59 H -3.15709 -0.45737 -2.05929
60 H -3.53663 -2.38142 -3.65912
61 H -4.95017 -1.85182 -2.77010
62 H -3.90904 -4.51557 -2.91874
63 H -3.56465 -3.97199 -1.28874
64 H -6.32084 -3.57099 -2.46097
65 H -5.86183 -5.13228 -1.78971
66 H -6.10786 -4.39314 0.34250
67 H -5.14326 -2.96759 0.06070
68 H -8.07571 -3.20899 0.27215
69 H -7.62120 -2.41572 -1.22561
70 H -6.66427 -0.58873 -0.10711
71 H -6.28643 -1.53507 1.34487
72 H -8.10247 -0.36813 3.12102
73 H -7.92565 -2.10035 2.76593
74 H -9.51444 -1.33581 2.63070
75 C -7.76705 2.28276 0.35231
76 O -7.49696 2.21689 -1.04089
77 C -8.66828 2.23161 -1.84026
78 C -8.92067 3.59221 -2.45113
79 O -9.23497 4.56288 -1.46823
80 C -8.16029 5.42393 -1.15195
81 H -6.80511 2.38142 0.85557
82 H -8.38677 3.14775 0.60259
83 H -8.25530 1.36497 0.68839
84 H -9.53659 1.92680 -1.24748
85 H -8.53502 1.50084 -2.64426
86 H -9.77148 3.52254 -3.13542
87 H -8.04454 3.90465 -3.02969
88 H -7.91733 6.07724 -1.99731
89 H -7.26524 4.86394 -0.86669
90 H -8.47885 6.04121 -0.31389
91 C 7.62720 6.42769 3.38645
92 O 7.54040 5.58467 4.52031
93 C 6.21537 5.31024 4.93275
94 C 5.78717 3.91364 4.54162
95 O 5.69207 3.74123 3.12978
96 C 6.84981 3.13910 2.57479
97 H 8.67447 6.46410 3.09360
98 H 7.03235 6.04538 2.55182
99 H 7.29330 7.44234 3.62506
100 H 5.52047 6.04480 4.51270
101 H 6.17746 5.39341 6.02283
102 H 4.80279 3.70573 4.97134
103 H 6.49655 3.18740 4.95239
104 H 6.96544 2.10527 2.91797
105 H 7.75446 3.69236 2.83355
106 H 6.73271 3.14644 1.49048

Summary:
Total charge: +1
Kohn-Sham gap: 7.1 eV
E: -2174.1517 a.u.



Among the records above, which one has the lowest Kohn-Sham gap?
C31H64FN2O8Si



What is the Kohn-Sham gap in the fourth record?
7.1 eV